The following is a DFT calculation (ωB97M-V/def2-TZVPD) of 2 unconnected molecules or ions with the total composition CH2INO at a distorted geometry.

Output
HOMO-LUMO gap: 8.91 eV
Total charge: 0
Energy above the lowest of the compared OMol25 structures with the same formula, charge and spin: 3.354 eV
E_tot: -12704.7334 eV
Largest force on an atom: 3.7 eV/A
Lowest unoccupied orbital energy: -0.332 eV

Structure (XYZ):
```
6
CH2INO (ωB97M-V/def2-TZVPD)
C 0.977 -0.093 -1.179
N 0.605 0.803 -0.557
O 0.953 -1.908 0.615
I 2.859 -1.372 0.625
H 0.713 -1.576 -0.233
H 0.328 1.636 0.035
```

***

The following is a DFT calculation (ωB97M-V/def2-TZVPD) of a single CH2INO2S molecule at a distorted geometry.

Output
HOMO-LUMO gap (spin up / spin down): 6.82 / 6.81 eV
Total charge: 0
Energy above the lowest of the compared OMol25 structures with the same formula, charge and spin: 2.813 eV
E_tot: -25584.4911 eV
Largest force on an atom: 4.0 eV/A
Lowest unoccupied orbital energy (spin up / spin down): -2.207 / -2.211 eV

Structure (XYZ):
```
8
CH2INO2S (ωB97M-V/def2-TZVPD)
O 1.134 1.573 -0.643
S 0.654 0.688 0.368
I 2.616 -0.879 0.397
C -0.806 -0.629 -0.307
N -1.311 -0.166 0.805
O -1.005 1.074 1.073
H -0.638 -1.708 -0.472
H -0.644 0.047 -1.220
```

***

The following is a DFT calculation (ωB97M-V/def2-TZVPD) of a single CH2INO2S molecule at a distorted geometry.

Output
HOMO-LUMO gap (spin up / spin down): 8.18 / 8.19 eV
Total charge: 0
Energy above the lowest of the compared OMol25 structures with the same formula, charge and spin: 0.385 eV
E_tot: -25586.9192 eV
Largest force on an atom: 2.2 eV/A
Lowest unoccupied orbital energy (spin up / spin down): -1.545 / -1.545 eV

Structure (XYZ):
```
8
CH2INO2S (ωB97M-V/def2-TZVPD)
C -0.355 -0.102 -0.153
N -1.641 0.499 -0.207
O -2.242 0.622 0.843
O -1.278 -2.602 0.082
S -0.660 -1.816 -0.943
I 1.705 -2.421 -1.040
H 0.311 0.413 -0.843
H 0.066 -0.239 0.851
```

***

The following is a DFT calculation (ωB97M-V/def2-TZVPD) of a molecular structure, CH2INO3S at a distorted geometry.

Output
HOMO-LUMO gap (spin up / spin down): 8.17 / 7.58 eV
Total charge: 0
Energy above the lowest of the compared OMol25 structures with the same formula, charge and spin: 2.423 eV
E_tot: -27633.2798 eV
Largest force on an atom: 3.2 eV/A
Lowest unoccupied orbital energy (spin up / spin down): -1.180 / -1.939 eV

Structure (XYZ):
```
9
CH2INO3S (ωB97M-V/def2-TZVPD)
C -1.093 0.492 -0.409
N 0.949 -0.164 2.232
O 1.610 -1.056 2.484
O 0.609 -1.400 -0.521
O 1.511 0.760 -1.225
S 0.703 -0.011 -0.255
I -1.551 -0.267 -2.327
H -1.199 1.661 -0.406
H -1.540 -0.016 0.427
```

***

Among the records above, which one has the highest energy above the lowest of the compared OMol25 structures with the same formula, charge and spin? CH2INO

***

The lowest largest force on an atom belongs to which entry? number 3

***

Repeat the second record exactly.
The following is a DFT calculation (ωB97M-V/def2-TZVPD) of a single CH2INO2S molecule at a distorted geometry.

Output
HOMO-LUMO gap (spin up / spin down): 6.82 / 6.81 eV
Total charge: 0
Energy above the lowest of the compared OMol25 structures with the same formula, charge and spin: 2.813 eV
E_tot: -25584.4911 eV
Largest force on an atom: 4.0 eV/A
Lowest unoccupied orbital energy (spin up / spin down): -2.207 / -2.211 eV

Structure (XYZ):
```
8
CH2INO2S (ωB97M-V/def2-TZVPD)
O 1.134 1.573 -0.643
S 0.654 0.688 0.368
I 2.616 -0.879 0.397
C -0.806 -0.629 -0.307
N -1.311 -0.166 0.805
O -1.005 1.074 1.073
H -0.638 -1.708 -0.472
H -0.644 0.047 -1.220
```

***

Among the records above, which one has the lowest E_tot? CH2INO3S